1.
8
Properties=species:S:1:pos:R:3 method="wB97M-V/def2-TZVPD" e_homo_ev=-11.43 e_tot_ha=-891.35204 e_above_lowest_kj_mol=2.71 max_force_ev_per_a=2.64 gap_ev=11.829
H -0.916 1.425 -1.719
N -0.417 0.610 -1.380
C -0.239 0.457 -0.181
Cl -0.896 1.697 1.122
C 0.453 -0.748 0.404
F 0.954 -1.515 -0.565
F -0.399 -1.503 1.104
F 1.460 -0.423 1.214

=====

2.
8
Properties=species:S:1:pos:R:3 method="wB97M-V/def2-TZVPD" e_homo_ev=-4.08 e_tot_ha=-228.74029 total_charge=-1 e_above_lowest_kj_mol=27.98 max_force_ev_per_a=3.69 gap_ev=9.012
O -0.095 -0.936 0.675
H -0.509 -0.545 1.570
O -1.665 0.138 -1.072
H -1.478 -0.305 -1.901
H -1.156 -0.401 -0.316
O 1.952 0.785 0.598
H 1.740 1.219 -0.220
H 1.211 0.044 0.666

=====

3.
52
Properties=species:S:1:pos:R:3 method="wB97M-V/def2-TZVPD" e_homo_ev=-3.35 e_tot_ha=-982.73986 total_charge=-1 e_above_lowest_kj_mol=147.51 max_force_ev_per_a=2.64 gap_ev=6.053
C 1.345 -0.143 1.040
C 0.526 1.110 1.100
O -0.813 1.013 0.752
H 2.350 -0.044 1.478
H 1.727 -0.344 0.026
H 0.875 -1.048 1.427
H 1.023 1.934 0.555
H 0.586 1.394 2.172
C 4.699 0.204 -1.336
C 5.291 -0.353 -0.044
O 5.755 -1.696 -0.373
H 3.727 -0.253 -1.539
H 5.266 -0.071 -2.226
H 4.527 1.279 -1.355
H 4.597 -0.467 0.789
H 6.175 0.170 0.329
H 6.244 -1.978 0.406
C 1.475 -0.157 4.719
C 0.082 -0.782 4.793
O -0.551 -0.734 6.068
H 1.599 0.887 4.447
H 2.143 -0.753 4.098
H 1.854 -0.311 5.737
H 0.131 -1.852 4.561
H -0.558 -0.360 4.014
H -1.406 -1.161 6.006
C -3.474 -2.112 -4.747
C -3.277 -1.296 -3.458
C -2.565 0.049 -3.622
O -2.504 0.628 -2.341
C -1.658 1.785 -2.364
N -4.556 -1.218 -2.697
H -4.280 -2.842 -4.719
H -2.572 -2.710 -4.916
H -3.554 -1.443 -5.610
H -2.669 -1.938 -2.811
H -3.130 0.675 -4.327
H -1.552 -0.149 -3.986
H -0.627 1.530 -2.645
H -1.806 2.254 -1.399
H -1.855 2.358 -3.284
H -5.056 -0.652 -3.394
H -5.038 -2.108 -2.736
O -1.383 -1.954 -0.376
H -0.542 -1.481 -0.328
H -1.179 -2.789 -0.811
O -1.135 3.893 0.831
H -0.916 2.946 0.654
H -0.479 4.391 0.333
O -1.277 2.141 3.906
H -0.858 1.636 3.196
H -0.725 2.922 4.003